1.
{
  "formula": "C3H6N2O",
  "method": "ωB97M-V with the def2-TZVPD basis set",
  "elements": ["H", "N", "C", "C", "O", "N", "C", "H", "H", "H", "H", "H"],
  "positions_angstrom": [[-0.02127, 1.68519, -0.81630], [0.04119, 0.84999, -1.39835], [0.16742, -0.20086, -0.69886], [0.27870, -1.41826, -1.63864], [-0.28176, -2.46611, -1.50359], [0.15048, -0.31769, 0.70230], [-0.43711, 0.72176, 1.52703], [0.88394, -1.16734, -2.54047], [1.03542, -0.60900, 1.08394], [0.16046, 1.63736, 1.63772], [-0.56412, 0.31500, 2.53425], [-1.41335, 0.96995, 1.11096]],
  "forces_ev_per_a": [[-0.195, 0.033, -0.023], [-0.083, 0.238, 0.229], [0.287, 0.177, 0.003], [0.250, 0.191, 0.203], [0.078, 0.048, 0.254], [0.069, -0.227, -0.527], [-0.044, 0.143, 0.012], [-0.249, -0.093, 0.225], [0.049, -0.608, -0.109], [-0.033, -0.035, -0.247], [-0.128, 0.038, -0.178], [-0.001, 0.095, 0.157]],
  "smiles": "[H]/N=C(/C=O)NC",
  "e_tot_ha": -302.623777,
  "homo_energy_ev": -9.71,
  "lumo_ev": 0.5,
  "largest_force_ha_per_bohr": 0.012
}

2.
{
  "formula": "C27H54NO30",
  "method": "ωB97M-V with the def2-TZVPD basis set",
  "elements": ["N", "O", "O", "O", "C", "O", "C", "O", "O", "C", "H", "H", "H", "H", "H", "H", "C", "O", "C", "O", "O", "C", "H", "H", "H", "H", "H", "H", "C", "O", "C", "O", "O", "C", "H", "H", "H", "H", "H", "H", "C", "O", "C", "O", "O", "C", "H", "H", "H", "H", "H", "H", "C", "O", "C", "O", "O", "C", "H", "H", "H", "H", "H", "H", "C", "O", "C", "O", "O", "C", "H", "H", "H", "H", "H", "H", "C", "O", "C", "O", "O", "C", "H", "H", "H", "H", "H", "H", "C", "O", "C", "O", "O", "C", "H", "H", "H", "H", "H", "H", "C", "O", "C", "O", "O", "C", "H", "H", "H", "H", "H", "H"],
  "positions_angstrom": [[0.77252, -0.67247, -0.18601], [1.10811, 0.12149, -1.04639], [0.03733, -1.57116, -0.53944], [1.19954, -0.63969, 0.93466], [-1.25617, -4.20647, 4.47443], [0.08361, -3.72232, 4.52846], [0.69823, -3.43930, 3.39244], [0.17269, -3.52976, 2.24793], [1.94058, -3.07717, 3.68554], [2.88505, -2.71217, 2.72229], [-1.44102, -4.95628, 3.70520], [-1.86962, -3.35293, 4.18588], [-1.69967, -4.56006, 5.40523], [2.79327, -3.50113, 1.97582], [3.85527, -2.68231, 3.21815], [2.73815, -1.68726, 2.38160], [1.71934, 3.09525, -2.67670], [0.48866, 3.14455, -3.45601], [-0.55708, 3.97944, -3.08178], [-0.52494, 4.60702, -2.04299], [-1.60782, 3.75860, -3.88950], [-2.87362, 4.10423, -3.40228], [2.29582, 2.27796, -3.11008], [1.61539, 2.85569, -1.61845], [2.41414, 3.93487, -2.65670], [-2.83667, 4.05735, -2.31392], [-3.57478, 3.36796, -3.79520], [-3.17727, 5.07769, -3.78735], [1.78849, -3.50295, -5.32016], [2.63982, -2.76562, -4.43778], [2.50079, -2.79828, -3.09060], [1.58299, -3.31204, -2.52143], [3.58918, -2.18748, -2.56329], [3.78844, -2.23404, -1.15646], [2.22830, -4.40960, -5.73567], [1.42100, -2.89734, -6.14858], [0.95831, -3.75988, -4.66222], [4.71110, -1.67644, -0.99556], [3.85826, -3.23078, -0.72088], [2.90570, -1.95070, -0.58324], [0.95068, 3.06713, 1.13019], [0.09602, 4.13525, 1.65348], [-0.98875, 3.82013, 2.41304], [-1.52791, 2.71971, 2.59166], [-1.58783, 4.96834, 2.72584], [-2.78800, 5.07701, 3.40356], [0.46865, 2.11714, 0.89942], [1.73654, 2.81421, 1.84192], [1.37387, 3.40068, 0.18269], [-2.63416, 4.93590, 4.47338], [-3.45342, 4.26467, 3.11127], [-3.33955, 6.00272, 3.23943], [-6.36723, 2.01898, -2.92457], [-5.29353, 2.07976, -1.98211], [-4.26736, 1.27460, -2.06939], [-4.26172, 0.28048, -2.80467], [-3.40514, 1.73816, -1.16315], [-2.04386, 1.31847, -1.15632], [-7.23537, 2.31922, -2.33781], [-6.60497, 0.99505, -3.21289], [-6.32824, 2.65209, -3.81100], [-2.00241, 0.24569, -0.96780], [-1.45239, 1.76375, -0.35634], [-1.53332, 1.45337, -2.10987], [-4.92276, -2.98803, -1.25361], [-4.74997, -2.08642, -0.12181], [-3.52866, -2.03415, 0.51826], [-2.55240, -2.81745, 0.24537], [-3.61381, -1.22825, 1.51550], [-2.46470, -0.85131, 2.21122], [-4.18595, -3.79071, -1.28391], [-4.81791, -2.38953, -2.15854], [-5.89815, -3.46743, -1.17068], [-2.05758, 0.09868, 1.86500], [-1.61552, -1.52403, 2.09104], [-2.68421, -0.69053, 3.26671], [-3.71194, -4.48187, -4.42639], [-3.24083, -3.14084, -4.39551], [-2.10787, -2.79940, -3.80971], [-1.62453, -3.40940, -2.87459], [-1.60047, -1.61140, -4.37826], [-0.56776, -0.88485, -3.88928], [-2.91451, -5.20755, -4.58635], [-4.47279, -4.70986, -5.17287], [-4.16927, -4.71620, -3.46512], [-0.39277, -0.03640, -4.55079], [0.26861, -1.57241, -3.76330], [-0.79597, -0.39292, -2.94376], [2.62922, 0.42153, 8.71109], [2.68069, 0.25771, 7.30899], [1.88933, 0.98788, 6.48506], [1.07733, 1.88466, 6.89158], [2.06891, 0.56138, 5.16239], [1.35953, 1.16778, 4.06725], [3.54656, 0.04109, 9.16037], [1.76697, -0.08470, 9.14510], [2.52381, 1.46612, 9.00403], [1.75505, 0.89160, 3.08981], [1.37713, 2.24755, 4.21524], [0.32480, 0.83291, 3.99453], [7.95225, 1.71676, -1.42877], [7.09558, 1.03922, -0.46708], [5.78721, 1.26017, -0.52973], [5.17289, 1.90666, -1.42059], [5.31540, 0.67830, 0.57513], [3.90888, 0.70276, 0.78522], [7.44800, 2.11995, -2.30698], [8.76298, 1.05939, -1.74292], [8.39427, 2.54161, -0.86988], [3.62121, 1.73219, 0.99885], [3.74286, 0.12478, 1.69432], [3.33874, 0.36588, -0.08055]],
  "forces_ev_per_a": [[-1.482, -2.132, -2.284], [1.488, 3.325, -1.562], [-1.652, -1.511, 0.054], [1.599, 1.011, 3.976], [-1.152, 0.903, -1.271], [-0.107, -0.787, 1.526], [-1.533, -0.237, -4.634], [2.004, 0.232, 3.947], [-0.805, 0.067, 1.994], [0.122, 0.005, -0.583], [0.526, -0.052, -0.042], [-0.200, 0.010, -0.137], [1.108, 0.043, 0.398], [0.567, 0.591, -0.662], [-0.039, -0.546, 0.088], [-0.520, -0.351, -0.528], [0.397, -0.605, 0.324], [-0.719, 1.383, -0.091], [1.658, -1.788, 1.831], [-0.476, 0.066, -1.318], [1.968, -0.191, -0.483], [-0.663, 0.166, 0.434], [-0.348, -0.062, -0.074], [-0.829, -0.261, -0.299], [-0.699, 0.742, -0.730], [-0.409, 0.274, -0.066], [0.106, -0.072, 0.059], [0.074, 0.154, 0.274], [-1.130, 0.035, 1.550], [1.497, 0.650, -0.881], [-0.108, -0.493, -0.216], [0.562, 0.057, 0.251], [-0.563, -0.541, -0.728], [-0.752, -0.507, 0.659], [0.486, 0.099, 0.330], [0.292, 0.371, 0.258], [-0.464, -0.442, -0.484], [-0.398, 0.095, 0.281], [0.677, -0.603, -0.750], [0.039, 1.137, -0.282], [-0.214, -0.306, 0.082], [-0.354, -1.048, 0.825], [-1.903, -1.868, -1.478], [1.959, 1.940, -0.044], [1.871, 1.555, -0.680], [-1.411, -1.704, 1.020], [-0.612, 0.187, 0.227], [-0.006, 0.425, 0.045], [-0.103, 0.456, 0.435], [0.092, 0.203, 0.132], [-0.083, -0.101, -0.129], [0.763, 0.211, -0.379], [-1.106, -0.991, 0.915], [-1.505, 1.860, -0.585], [0.283, -2.576, -1.039], [1.029, 1.964, 1.502], [0.267, 0.314, -0.260], [0.660, -1.798, -0.193], [0.022, 0.314, -0.067], [0.505, -0.062, -0.176], [0.801, 0.103, 0.175], [0.021, -0.199, -0.022], [-0.663, 0.539, -0.041], [-0.244, 0.389, -0.083], [0.710, 0.280, 0.413], [0.735, -0.091, 0.256], [2.816, -5.616, -2.767], [-4.069, 3.497, 0.951], [-1.207, 1.315, 0.573], [2.113, 0.630, 0.636], [0.311, 0.277, 0.314], [-0.192, -0.063, -0.022], [-0.133, 0.424, 0.092], [-0.431, 0.237, -0.327], [-0.323, -0.556, -0.072], [-0.380, -0.312, -0.084], [0.434, -0.762, 1.302], [-1.068, 0.698, -2.232], [2.425, 0.809, 2.103], [-0.313, 0.903, -1.697], [-4.555, -3.365, -1.319], [1.730, 0.708, 1.804], [0.284, 0.221, 0.090], [0.125, 1.049, -0.328], [0.095, -0.055, 0.130], [0.233, -0.411, -0.493], [0.426, 0.656, 0.189], [0.094, -0.543, 0.325], [-0.601, 0.807, 0.666], [-0.071, 0.085, -1.822], [-2.858, 2.196, 0.005], [3.264, -3.421, -1.823], [0.448, 0.020, 2.585], [-0.842, 0.718, 0.439], [-0.039, -0.170, -0.437], [0.001, -0.245, -0.190], [0.066, 0.130, -0.264], [0.752, -0.245, 0.448], [-0.086, 0.010, -0.192], [-0.095, 0.009, 0.520], [-0.024, 0.328, 0.595], [1.017, 0.285, -1.385], [-1.670, 1.578, -1.650], [1.792, -2.118, 2.981], [0.198, 0.136, -0.883], [-0.541, 0.619, 0.203], [-0.375, -0.290, 0.259], [-0.310, -0.277, 0.192], [0.071, 0.108, -0.156], [-0.131, 0.090, -0.055], [-0.080, -0.153, -0.399], [0.062, -0.178, 0.215]],
  "e_tot_ha": -3373.000334,
  "homo_energy_ev": -4.98,
  "lumo_ev": 2.4,
  "largest_force_ha_per_bohr": 0.133,
  "total_charge": -1
}